140
Properties=species:S:1:pos:R:3:mulliken_charge:R:1 method="wB97M-V/def2-TZVPD" de_lowest_kj_mol=182.8 e_tot_ha=-6530.1157 total_charge=-2 gap_ev="3.07 / 2.33"
Na -0.5439 -0.2767 -0.3904 1.328
C -2.8115 -3.7381 3.4634 -1.151
C -3.8688 -2.8510 3.3009 -0.622
C -3.7688 -1.7798 2.4451 -0.809
C -2.5867 -1.5437 1.7035 -1.012
C -1.5137 -2.4293 1.9184 1.188
C -1.6312 -3.4987 2.7704 -0.039
N -2.4366 -0.5787 0.7679 1.116
N -3.5979 -0.0949 0.3217 -0.669
C -3.6330 0.7046 -0.7323 -0.809
C -4.8395 0.5414 -1.4772 -0.287
C -4.9328 0.8805 -2.7931 -1.375
C -3.7998 1.4051 -3.4330 -0.496
C -2.7309 1.7967 -2.6613 -1.002
C -2.6626 1.6459 -1.2668 2.824
H -2.9018 -4.6005 4.1142 0.369
H -4.7892 -3.0194 3.8526 0.349
H -4.5992 -1.1021 2.3142 0.366
H -0.5917 -2.2657 1.3678 -0.018
H -0.7976 -4.1791 2.8932 0.219
H -5.6438 0.0294 -0.9678 0.482
H -5.8579 0.7270 -3.3395 0.294
H -3.7926 1.5510 -4.5047 0.475
H -1.9169 2.2904 -3.1630 -0.556
S 0.4727 0.3862 2.7053 -0.089
C 0.7722 -0.6921 3.9981 0.443
C 0.2608 -0.5405 5.2895 -0.932
C 0.6623 -1.3984 6.2908 -0.670
C 1.5702 -2.4178 6.0400 -0.832
C 2.0666 -2.5896 4.7539 -0.517
C 1.6689 -1.7488 3.7346 -0.283
As 2.1687 -1.7660 1.8496 2.038
C 3.6810 -0.5366 1.8932 -0.003
C 4.5106 -0.5058 0.7780 -0.361
C 5.5885 0.3567 0.7104 -0.734
C 5.8431 1.2238 1.7594 -0.541
C 5.0065 1.2255 2.8627 -0.631
C 3.9359 0.3510 2.9294 -0.632
C 3.2636 -3.4257 2.0380 0.200
C 4.6415 -3.5594 1.9386 -0.792
C 5.2519 -4.7871 2.1291 -0.482
C 4.4944 -5.9167 2.3843 -0.756
C 3.1136 -5.8119 2.4489 -0.579
C 2.5189 -4.5776 2.2894 -0.388
H -0.4404 0.2580 5.4939 0.497
H 0.2694 -1.2684 7.2930 0.313
H 1.8905 -3.0733 6.8424 0.349
H 2.7816 -3.3845 4.5612 0.356
H 4.2779 -1.1531 -0.0634 0.463
H 6.2076 0.3789 -0.1800 0.352
H 6.6816 1.9069 1.7066 0.340
H 5.1834 1.9292 3.6667 0.401
H 3.2671 0.3833 3.7810 0.315
H 5.2516 -2.6888 1.7321 0.255
H 6.3305 -4.8704 2.0840 0.363
H 4.9721 -6.8751 2.5436 0.311
H 2.5111 -6.6939 2.6311 0.433
H 1.4402 -4.4761 2.3883 0.231
C 3.3495 1.7066 -1.1604 -0.577
C 3.5907 1.7250 -2.5412 -1.201
C 2.6398 1.2201 -3.3866 -1.875
C 1.4435 0.6690 -2.8626 0.392
N 1.2547 0.6102 -1.5138 1.755
C 2.1739 1.1139 -0.7229 -0.673
C 0.3874 0.1659 -3.6793 0.275
C 0.3637 0.3074 -5.0885 -1.044
C -0.6888 -0.1785 -5.8159 -0.877
C -1.7386 -0.8180 -5.1374 -1.467
C -1.6480 -0.9116 -3.7588 -0.605
N -0.6431 -0.4658 -3.0360 1.945
H 4.0421 2.1425 -0.4579 0.688
H 4.5161 2.1385 -2.9338 0.414
H 2.8148 1.2360 -4.4534 0.408
H 1.9539 1.0548 0.3361 0.193
H 1.1753 0.8117 -5.5939 0.346
H -0.7183 -0.0640 -6.8947 0.390
H -2.5931 -1.2083 -5.6685 0.492
H -2.4502 -1.3805 -3.2014 0.542
C -0.8589 -3.6852 -1.5224 0.560
N 0.5787 -3.4828 -1.3912 0.883
C 1.1516 -4.6741 -0.7945 -0.347
N 0.9031 -5.8761 -1.6017 0.127
C -0.5452 -6.0228 -1.7429 -0.769
N -1.1649 -4.8557 -2.3504 0.124
C -0.5573 -4.6515 -3.6593 -0.600
N 0.8895 -4.4718 -3.5788 0.103
C 1.1462 -3.3110 -2.7191 -0.482
C 1.4561 -5.6469 -2.9336 -0.732
H -1.2872 -2.8001 -1.9838 -1.128
H -1.2928 -3.8164 -0.5295 0.137
H 0.7051 -4.8164 0.1916 -0.250
H 2.2326 -4.5406 -0.6827 0.250
H -0.9849 -6.1891 -0.7554 0.323
H -0.7402 -6.8973 -2.3760 0.382
H -0.9969 -3.7640 -4.1201 0.170
H -0.7598 -5.5305 -4.2822 0.377
H 0.7056 -2.4271 -3.1772 -0.208
H 2.2274 -3.1694 -2.6295 0.242
H 2.5400 -5.5226 -2.8501 0.326
H 1.2473 -6.5262 -3.5558 0.382
C 1.7512 4.5822 -0.2958 -0.830
Si 0.4170 4.0343 0.9822 1.174
C -0.2853 5.7221 1.6226 -1.085
C 1.5145 3.4798 2.4568 -0.917
Si -1.8703 3.0920 -0.2882 -0.726
Si -1.7323 4.7250 -2.1062 1.013
C -1.3726 6.5953 -1.7707 -1.386
C -0.2713 4.2884 -3.2888 -1.161
C -3.3277 4.8733 -3.1908 -1.442
Si -3.4628 3.4944 1.4473 0.930
C -4.0465 5.3379 1.4885 -1.281
C -5.1275 2.5424 1.4219 -0.941
C -2.6966 3.0962 3.1562 -0.852
H 2.6365 4.9772 0.1985 0.456
H 1.3820 5.3454 -0.9709 0.438
H 2.0696 3.7345 -0.8908 -0.264
H 0.5078 6.4500 1.7870 0.450
H -0.8128 5.6022 2.5639 0.288
H -0.9799 6.1532 0.9118 0.016
H 2.2764 2.7776 2.1269 -0.101
H 0.9310 2.9715 3.2168 0.256
H 2.0223 4.3283 2.9255 0.544
H -0.4268 6.7272 -1.2571 0.366
H -2.1476 7.0545 -1.1638 0.320
H -1.3140 7.1552 -2.7035 0.370
H 0.6059 4.0384 -2.7029 0.024
H 0.0021 5.1081 -3.9509 0.490
H -0.4788 3.4246 -3.9123 0.387
H -4.1965 4.5510 -2.6280 0.324
H -3.2717 4.2330 -4.0621 0.358
H -3.5207 5.8844 -3.5398 0.407
H -4.6243 5.5893 0.6041 0.297
H -3.2009 6.0133 1.5273 0.302
H -4.6672 5.5462 2.3551 0.356
H -5.6365 2.6714 0.4710 0.303
H -5.8122 2.8473 2.2131 0.449
H -4.9319 1.4821 1.5400 -0.020
H -2.0255 3.8814 3.4897 0.239
H -2.1156 2.1804 3.0926 0.025
H -3.4486 2.9555 3.9316 0.429

123
Properties=species:S:1:pos:R:3:mulliken_charge:R:1 method="wB97M-V/def2-TZVPD" e_tot_ha=-3979.9495 total_charge=-1 gap_ev=6.73
N -5.1596 2.9337 -3.0553 -0.521
C -5.0684 3.2380 -1.5482 -0.343
C -3.5008 3.5740 -1.1425 -0.582
C -2.8574 2.2919 -0.3312 -0.209
C -1.4864 2.7233 0.4815 -0.435
C -1.1019 1.5421 1.6011 -0.513
N -1.1548 0.2324 0.8469 0.188
S 0.3796 -0.5986 0.8074 -0.173
C -2.3006 -0.6549 1.2778 -0.774
I -2.4932 -2.2298 -0.2437 0.046
C -2.1057 -1.3947 2.7273 0.827
O -1.4136 -0.8306 3.7535 -0.665
O -2.7839 -2.7235 2.8824 -0.777
H -4.2757 2.4250 -3.2801 0.201
H -6.0103 2.3343 -3.1764 0.236
H -5.3897 2.2582 -0.9615 0.294
H -5.7669 4.1561 -1.2868 0.219
H -3.3889 4.5596 -0.4859 0.282
H -2.9372 3.7702 -2.1762 0.172
H -3.6823 1.9706 0.4679 0.105
H -2.7019 1.4370 -1.1193 0.152
H -0.6003 2.6818 -0.3088 0.184
H -1.5888 3.7870 0.9585 0.301
H -0.0135 1.8161 1.9980 0.252
H -1.8356 1.5702 2.5387 0.235
H 0.8188 -0.4892 -0.5513 0.098
H -3.2842 0.0079 1.3290 0.285
C 6.4151 -1.3599 4.7563 -0.537
O 5.1743 -2.0627 4.7284 -0.291
C 4.1003 -1.2880 4.4326 0.704
O 4.1228 -0.0894 4.2002 -0.550
O 2.9969 -2.0778 4.4400 -0.309
C 1.7823 -1.3918 4.1429 -0.331
H 7.2038 -2.0761 5.0025 0.132
H 6.6363 -0.9279 3.7750 0.282
H 6.4017 -0.5837 5.5283 0.284
H 1.8183 -0.9612 3.1369 0.046
H 1.5837 -0.6169 4.8903 0.281
H 0.9665 -2.1191 4.1765 0.256
C 9.6105 -5.4631 6.2800 -0.637
O 9.8167 -4.2532 5.5535 -0.195
C 11.0990 -3.8094 5.5605 0.723
O 12.0416 -4.3487 6.1189 -0.565
O 11.1510 -2.6615 4.8386 -0.279
C 12.4493 -2.0766 4.7592 -0.651
H 8.5513 -5.7248 6.2071 0.226
H 10.1973 -6.2790 5.8458 0.265
H 9.8592 -5.3257 7.3373 0.305
H 13.1496 -2.7571 4.2641 0.285
H 12.8115 -1.8037 5.7557 0.295
H 12.3733 -1.1654 4.1595 0.224
C 7.9131 -10.4621 1.6932 -0.618
O 8.3520 -9.3956 2.5323 -0.301
C 9.2597 -8.5683 1.9550 0.716
O 9.7041 -8.6700 0.8222 -0.545
O 9.5871 -7.6083 2.8564 -0.200
C 10.5410 -6.6597 2.3829 -0.404
H 7.1903 -11.0593 2.2559 0.221
H 7.4152 -10.0709 0.8001 0.287
H 8.7533 -11.1078 1.4181 0.285
H 10.1482 -6.1164 1.5174 0.319
H 11.4864 -7.1533 2.1355 0.328
H 10.7285 -5.9400 3.1845 -0.084
C -6.6237 3.8419 -6.3614 -0.503
O -6.2191 2.8736 -7.3272 -0.310
C -4.9098 2.9467 -7.6765 0.744
O -4.0951 3.7456 -7.2416 -0.499
O -4.6641 1.9770 -8.5933 -0.330
C -3.3155 1.9345 -9.0553 -0.704
H -7.6873 3.6911 -6.1567 0.220
H -6.0709 3.7086 -5.4259 0.186
H -6.4886 4.8559 -6.7513 0.279
H -2.6303 1.7248 -8.2275 0.316
H -3.0480 2.8723 -9.5530 0.345
H -3.2332 1.1230 -9.7836 0.219
C -3.3636 -4.7979 -9.9338 -0.614
O -3.1957 -3.5105 -9.3433 -0.306
C -4.3582 -2.8729 -9.0543 0.736
O -5.4824 -3.3050 -9.2555 -0.545
O -4.0532 -1.6712 -8.5027 -0.287
C -5.1879 -0.8846 -8.1454 -0.551
H -2.3707 -5.2153 -10.1223 0.220
H -3.8954 -5.4691 -9.2518 0.288
H -3.8908 -4.7182 -10.8900 0.284
H -5.7926 -1.3993 -7.3918 0.402
H -5.7880 -0.6484 -9.0301 0.304
H -4.8268 0.0533 -7.7145 0.064
C -0.1902 7.3166 4.3844 -0.635
O -1.2348 6.3969 4.0730 -0.266
C -1.7177 5.7171 5.1436 0.731
O -1.3374 5.8335 6.2981 -0.551
O -2.6970 4.8853 4.7071 -0.260
C -3.3009 4.1005 5.7335 -0.656
H 0.1195 7.8035 3.4555 0.213
H -0.5476 8.0876 5.0746 0.287
H 0.6746 6.7914 4.8027 0.293
H -3.7827 4.7429 6.4776 0.325
H -2.5605 3.4467 6.2057 0.305
H -4.0686 3.4735 5.2719 0.213
C -1.9941 5.1989 -6.3692 -0.470
O -1.5551 6.2654 -5.5302 -0.236
C -0.6475 7.0927 -6.1074 0.698
O -0.2031 6.9910 -7.2402 -0.550
O -0.3200 8.0527 -5.2060 -0.312
C 0.6339 9.0013 -5.6795 -0.616
H -2.7168 4.6017 -5.8065 0.158
H -2.4919 5.5901 -7.2624 0.272
H -1.1538 4.5532 -6.6443 0.306
H 0.2411 9.5446 -6.5450 0.284
H 1.5793 8.5077 -5.9270 0.285
H 0.8213 9.7210 -4.8779 0.220
C -4.8706 -2.6701 4.3149 -0.537
O -5.4858 -2.5423 5.5953 -0.274
C -6.8421 -2.5780 5.5691 0.727
O -7.5370 -2.7057 4.5732 -0.554
O -7.2912 -2.4471 6.8428 -0.306
C -8.7116 -2.4672 6.9692 -0.620
H -3.7869 -2.6283 4.4550 0.246
H -5.1220 -3.6337 3.8601 0.272
H -5.1653 -1.8431 3.6608 0.231
H -9.1167 -3.4228 6.6206 0.280
H -9.1599 -1.6321 6.4212 0.278
H -8.9583 -2.3553 8.0286 0.216

15
Properties=species:S:1:pos:R:3:mulliken_charge:R:1 method="wB97M-V/def2-TZVPD" de_lowest_kj_mol=331.4 e_tot_ha=-1315.0994 total_charge=-1 gap_ev="7.35 / 7.35"
C -0.5686 0.5863 0.9457 -0.617
C -0.9320 -0.0676 -0.2033 -0.285
C 0.6667 1.2730 0.8559 -0.171
C 0.0094 -0.0586 -1.1946 -0.055
C 1.3447 -0.7461 -3.2128 0.434
C 0.0278 -0.8592 -2.3145 0.819
O 2.1126 0.1344 -2.7195 -0.690
O 1.4585 -1.3779 -4.2501 -0.697
O 0.9765 -2.4121 -1.1381 -0.715
S 1.4126 0.9893 -0.6845 0.067
Cl -1.3390 -1.6032 -2.8927 -0.198
H -1.0014 0.3003 1.8875 0.278
H -1.8740 -0.6055 -0.4513 0.275
H 1.2372 1.9375 1.5702 0.310
H 1.7632 -2.6862 -1.6163 0.244

48
Properties=species:S:1:pos:R:3:mulliken_charge:R:1 method="wB97M-V/def2-TZVPD" spin_multiplicity=5 e_tot_ha=-3433.0776 total_charge=+1 gap_ev="6.07 / 7.37"
Mn -0.1504 -1.3384 0.3117 -0.316
F -4.0111 -4.5330 1.7167 -0.209
C -2.9905 -4.8231 2.5383 0.603
F -3.4954 -5.3513 3.6612 -0.281
F -2.2293 -5.7516 1.9412 -0.208
C -2.1862 -3.5828 2.8432 -0.088
C -2.0025 -3.1470 4.1377 -0.059
C -1.2377 -2.0087 4.4083 -0.840
C -0.6900 -1.3268 3.3544 -0.245
N -0.9046 -1.7382 2.0938 -0.196
C -1.5979 -2.8520 1.8082 1.022
S -1.5647 -3.1804 0.0918 -0.314
H -2.4502 -3.7042 4.9498 0.541
H -1.0752 -1.6684 5.4200 0.421
H -0.0821 -0.4418 3.4858 0.538
C 3.5752 1.4925 -0.2587 -1.623
C 2.6873 1.6142 -1.4746 1.269
C 1.9294 2.7795 -1.6324 -0.883
C 1.1724 3.0029 -2.7638 0.050
Cl 0.2286 4.4618 -2.8917 -0.199
C 1.1607 2.0845 -3.8003 -0.625
C 1.8775 0.9143 -3.6491 -0.481
C 2.6150 0.6735 -2.4973 0.503
O 3.2755 -0.5452 -2.4974 -0.531
C 3.3427 -1.2678 -1.2962 -0.692
C 2.0064 -1.3152 -0.5992 1.638
O 0.9138 -1.3599 -1.2844 -0.642
O 1.8866 -1.2981 0.6584 -0.792
H 3.6196 2.4516 0.2533 0.475
H 4.5944 1.2274 -0.5436 0.339
H 3.2243 0.7562 0.4665 0.267
H 1.9610 3.5362 -0.8578 0.427
H 0.5932 2.2771 -4.7007 0.466
H 1.8804 0.1581 -4.4234 0.474
H 4.0833 -0.8965 -0.5897 0.306
H 3.6148 -2.2880 -1.5699 0.436
C -2.5328 3.7580 -0.0714 -0.876
N -2.0188 2.4328 -0.4198 0.201
C -2.0198 1.8596 -1.6705 -0.399
C -1.4496 0.6372 -1.5345 -0.723
N -1.1059 0.4536 -0.2083 0.073
C -1.4636 1.5596 0.4247 -0.334
H -2.8525 4.2510 -0.9835 0.309
H -1.7475 4.3502 0.3904 0.352
H -3.3810 3.6650 0.6025 0.356
H -2.4117 2.3737 -2.5312 0.465
H -1.2504 -0.1066 -2.2864 0.504
H -1.3406 1.7543 1.4781 0.520

5
Properties=species:S:1:pos:R:3:mulliken_charge:R:1 method="wB97M-V/def2-TZVPD" de_lowest_kj_mol=14.1 smiles="C=PBr" e_tot_ha=-2954.6336 gap_ev=8.97
C -0.2211 -0.3289 -0.2809 -0.506
P -1.0300 -1.5733 -1.2142 0.124
Br -0.5915 -0.9659 -3.2934 -0.169
H -0.5050 -0.4717 0.6688 0.309
H 0.6001 0.4535 -0.5291 0.243

56
Properties=species:S:1:pos:R:3:mulliken_charge:R:1 method="wB97M-V/def2-TZVPD" e_tot_ha=-13171.9823 total_charge=-2 gap_ev=2.64
Ca 0.5209 1.0720 -0.8251 0.835
C -3.5754 3.0078 0.4028 -1.187
C -3.8427 1.5462 0.4194 0.647
C -5.1480 1.0596 0.5381 -0.819
C -5.3445 -0.3019 0.6024 -0.591
C -4.2485 -1.1460 0.6188 -0.924
C -2.9667 -0.6000 0.5085 0.266
N -2.8044 0.7077 0.3522 0.498
C -1.7861 -1.5126 0.6151 0.993
C -2.0023 -2.8681 0.3685 -0.793
C -0.9874 -3.7750 0.5835 -0.989
C 0.2364 -3.3223 0.9955 -0.829
C 0.4512 -1.9487 1.1355 0.473
N -0.5605 -1.0520 0.9755 0.318
C 1.8512 -1.5013 1.3298 0.961
C 2.9130 -2.2952 0.8765 -0.813
C 4.1985 -1.8097 0.9859 -0.793
C 4.4176 -0.5588 1.5402 -0.684
C 3.3199 0.1886 1.9573 0.802
C 3.4509 1.5493 2.5582 -1.246
N 2.0809 -0.2996 1.8362 -0.063
H -4.3948 3.5745 -0.0409 0.454
H -2.6451 3.2277 -0.1292 0.166
H -3.4402 3.3587 1.4471 0.107
H -5.9773 1.7503 0.6070 0.449
H -6.3423 -0.7188 0.6735 0.384
H -4.3894 -2.2075 0.7608 0.356
H -2.9573 -3.2189 0.0074 0.306
H -1.1599 -4.8327 0.4246 0.377
H 1.0439 -4.0145 1.1842 0.514
H 2.7319 -3.2497 0.4022 0.343
H 5.0309 -2.4086 0.6332 0.379
H 5.4222 -0.1701 1.6421 0.390
H 4.4706 1.7699 2.8701 0.415
H 2.7650 1.6652 3.3968 0.270
H 3.1542 2.3151 1.8288 0.138
Se 1.5090 4.8840 3.6995 -0.790
Sb -0.3967 4.1267 2.3534 -0.039
Se 0.6442 3.2691 -0.0122 -0.547
Se -0.0387 1.8804 1.3489 -0.140
Se -1.9688 4.8178 4.1540 -0.943
F 4.1777 2.0471 -3.3874 -0.180
C 3.2664 1.1599 -3.7599 0.573
F 2.8867 1.4604 -5.0065 -0.229
F 3.8527 -0.0452 -3.7891 -0.233
S 1.8054 1.0366 -2.6604 1.169
O 1.1162 2.2905 -2.6630 -0.669
O 2.3540 0.6873 -1.3771 -0.455
N 1.0081 -0.0817 -3.3712 -0.713
S 0.1496 -0.7342 -2.2401 1.496
O -0.8507 0.1497 -1.7305 -0.761
O 0.9117 -1.5392 -1.3547 -0.462
C -0.8074 -1.8789 -3.3290 0.453
F -1.4090 -1.1740 -4.2942 -0.234
F -1.7432 -2.6147 -2.7351 -0.162
F 0.0464 -2.7221 -3.9280 -0.246

58
Properties=species:S:1:pos:R:3:mulliken_charge:R:1 method="wB97M-V/def2-TZVPD" de_lowest_kj_mol=133.5 spin_multiplicity=2 e_tot_ha=-1718.6273 total_charge=+1 gap_ev="9.17 / 3.93"
C -1.5628 -1.5355 2.6462 -0.738
C -2.8874 -2.3368 2.8117 -0.684
S -2.9399 -3.9690 1.9951 0.207
C -1.5042 -1.0842 1.2039 -0.991
N -1.2046 0.3913 1.0426 0.065
C -2.3884 1.2531 1.2249 -0.496
C -2.5660 2.2455 0.0507 -0.175
O -1.8327 3.1027 -0.3894 -0.495
H -0.6050 -1.9554 2.9852 0.427
H -1.6489 -0.7173 3.3636 0.469
H -2.9857 -2.5296 3.9184 0.512
H -3.7305 -1.6899 2.4979 0.398
H -1.6260 -4.0543 1.5878 0.361
H -2.3739 -1.3521 0.5955 0.641
H -0.7329 -1.6636 0.6494 0.207
H -0.4851 0.5714 1.7280 0.167
H -2.2372 1.8189 2.1772 0.428
H -3.3875 0.6895 1.2006 0.172
H -3.5347 2.2319 -0.4914 0.512
H -4.2542 0.0618 -2.2079 0.303
H -2.9126 -0.1960 -1.5884 0.265
O -3.8462 -0.1697 -1.3605 -0.608
H 0.5988 -4.3926 -0.0043 0.334
H -0.0858 -5.7294 0.6606 0.276
O -0.0311 -4.7769 0.6162 -0.603
H 2.1034 -0.0063 0.8909 0.288
H 1.8146 -0.7837 -0.3654 0.235
O 2.4909 -0.2054 0.0241 -0.647
H 1.8274 3.3863 1.1817 0.416
H 2.0767 4.0061 2.5097 0.307
O 1.3990 3.4902 2.0533 -0.645
H 3.9707 2.2826 -0.2859 0.335
H 2.5444 1.7682 0.0060 0.366
O 3.1804 2.4514 0.2273 -0.673
H -1.2059 2.1295 -2.5005 0.297
H -2.4840 2.4299 -3.0993 0.354
O -1.5588 2.2535 -3.3875 -0.642
H 2.1158 1.9266 3.6088 0.314
H 2.9242 1.6392 2.2587 0.341
O 2.6216 1.2857 3.1149 -0.649
H -0.2223 0.0931 -1.5745 0.229
H -0.6453 0.1569 -3.1041 0.303
O -0.8860 -0.1464 -2.2235 -0.532
H 3.2619 -0.9008 -3.2352 0.243
H 2.6375 0.3245 -2.6692 0.287
O 2.4264 -0.5984 -2.8534 -0.499
H 2.8416 -3.0912 0.1586 0.325
H 2.0880 -3.3866 -1.0539 0.382
O 2.3704 -3.8480 -0.2589 -0.682
H 4.1863 2.3264 -2.8697 0.262
H 3.1000 2.8580 -1.9546 0.327
O 3.3759 2.0634 -2.4327 -0.630
H -0.1801 -2.2533 -2.3495 0.319
H 0.9984 -1.8583 -3.1519 0.343
O 0.4750 -2.6386 -2.9588 -0.644
H 0.1795 2.1790 0.1287 0.265
H 0.2208 3.6336 -0.4039 0.288
O 0.7159 2.8191 -0.3438 -0.533